No. 1
C3H3N3O | ωB97M-V with the def2-TZVPD basis set

Structure (XYZ):
```
10
Properties=species:S:1:pos:R:3:nbo_charge:R:1
O -1.262 0.038 -1.051 -0.669
N 2.108 -1.832 -0.221 -0.298
N 0.458 -0.120 0.438 -0.505
N 1.328 2.288 -0.234 -0.291
C 1.005 1.216 0.078 0.407
C 1.273 -1.093 0.073 0.397
C -0.959 -0.335 0.274 0.083
H -1.227 -1.397 0.398 0.221
H -1.240 0.965 -0.906 0.469
H -1.483 0.270 1.152 0.186
```

**Relative energy (zero: lowest compared OMol25 entry of this formula, charge and spin)**: 65.6 kcal/mol
**E_HOMO**: -10.88 eV
**F_max**: 0.077 hartree/bohr
**E_LUMO**: 0.25 eV
**Multiplicity**: 1
**Frontier orbital gap**: 11.13 eV


No. 2
C52H47CaGeN7S2 | ωB97M-V with the def2-TZVPD basis set

Structure (XYZ):
```
110
Properties=species:S:1:pos:R:3:lowdin_charge:R:1
Ge 12.010 14.540 12.521 1.100
Ca 13.288 11.231 16.025 1.192
S 14.572 7.083 12.912 0.780
S 14.801 8.837 15.446 0.509
N 12.708 10.447 18.266 0.000
N 11.167 12.307 14.974 0.021
N 12.217 15.643 21.089 -0.277
N 15.200 12.597 14.987 0.035
N 12.454 10.063 14.116 -0.146
N 12.956 8.967 13.427 -0.171
N 15.034 11.692 17.585 -0.041
C 9.913 14.527 14.810 -0.169
C 11.516 10.051 18.684 -0.144
C 14.910 8.885 20.720 -0.099
C 9.609 15.300 7.590 -0.109
C 9.710 12.209 12.977 -0.016
C 16.559 13.286 13.081 -0.063
C 17.011 13.110 18.086 -0.038
C 13.833 10.169 18.980 -0.168
C 11.217 14.261 9.647 -0.184
C 16.209 10.357 19.327 -0.018
C 18.467 13.703 16.243 -0.070
C 9.997 13.994 7.510 -0.044
C 13.902 16.689 16.278 -0.137
C 17.643 13.498 13.885 -0.022
C 13.682 17.566 17.348 -0.129
C 17.500 13.307 15.290 -0.154
C 13.729 9.262 20.102 -0.163
C 16.090 12.475 17.225 -0.234
C 11.325 9.281 19.823 -0.072
C 7.490 14.831 14.506 -0.066
C 14.101 8.398 13.979 -1.175
C 11.603 11.423 9.669 -0.072
C 10.660 11.709 13.828 -0.333
C 15.370 12.833 13.702 -0.158
C 10.141 16.190 8.548 -0.058
C 13.618 15.712 21.535 -0.103
C 9.716 16.036 12.779 -0.110
C 12.003 12.222 10.734 -0.136
C 10.983 15.636 9.545 -0.052
C 11.786 13.590 10.796 -0.228
C 10.885 13.527 15.409 -0.066
C 11.823 15.137 19.765 -0.179
C 8.531 16.593 13.087 -0.096
C 7.475 16.005 13.854 -0.102
C 11.336 15.156 22.179 -0.123
C 13.433 15.393 16.368 -0.185
C 10.719 13.433 8.607 -0.172
C 15.637 5.933 13.882 -0.424
C 13.071 16.204 12.352 -0.246
C 15.055 10.790 18.605 -0.247
C 12.497 15.810 18.583 -0.285
C 12.939 17.139 18.452 -0.087
C 11.366 10.515 13.478 -0.130
C 12.430 8.822 20.491 -0.009
C 10.970 12.028 8.603 -0.033
C 8.558 13.842 14.505 -0.210
C 16.279 12.763 15.834 -0.140
C 10.159 14.734 13.269 -0.373
C 12.632 15.067 17.438 -0.107
C 9.113 13.534 13.079 -0.189
C 16.127 9.410 20.348 -0.097
C 18.130 13.752 17.591 -0.098
H 9.844 17.226 8.614 0.095
H 14.894 8.247 21.614 0.103
H 11.015 9.942 12.578 0.128
H 13.978 14.765 22.031 0.085
H 14.234 16.001 20.713 0.058
H 16.882 13.083 19.167 0.114
H 13.655 16.555 22.267 0.079
H 9.236 11.444 12.341 0.128
H 12.520 11.752 11.557 0.076
H 19.453 14.024 15.921 0.096
H 10.294 16.589 11.996 0.089
H 6.601 14.572 15.077 0.106
H 14.500 12.714 13.042 0.079
H 8.282 17.591 12.725 0.100
H 13.979 18.608 17.289 0.077
H 10.687 10.376 18.064 0.107
H 8.228 12.964 15.122 0.163
H 12.077 14.052 19.686 0.109
H 11.340 13.853 16.379 0.051
H 16.031 5.177 13.172 0.027
H 12.440 8.159 21.353 0.111
H 17.031 9.021 20.796 0.097
H 12.781 16.955 13.091 0.016
H 17.159 10.796 19.074 0.090
H 11.736 10.362 9.645 0.101
H 18.650 13.659 13.485 0.116
H 13.031 16.635 11.313 0.016
H 13.704 14.681 15.624 0.038
H 14.369 17.049 15.363 0.076
H 11.538 14.141 22.522 0.061
H 11.449 16.356 10.256 0.074
H 9.652 13.312 6.756 0.100
H 10.310 8.986 20.062 0.099
H 11.571 15.818 23.090 0.090
H 9.858 15.392 15.489 0.159
H 10.304 15.243 21.866 0.062
H 16.467 6.468 14.380 0.019
H 10.670 11.483 7.671 0.120
H 6.552 16.608 13.836 0.104
H 14.104 15.898 12.607 0.007
H 16.553 13.534 12.017 0.104
H 15.038 5.451 14.679 0.032
H 18.822 14.195 18.299 0.098
H 8.372 13.702 12.246 0.166
H 12.715 17.850 19.229 0.085
H 10.761 15.281 19.581 0.105
H 8.793 15.664 6.955 0.102
```

**Relative energy (zero: lowest compared OMol25 entry of this formula, charge and spin)**: 90.0 kcal/mol
**E_HOMO (spin up / spin down)**: -2.87 / -2.81 eV
**F_max**: 0.075 hartree/bohr
**E_LUMO (spin up / spin down)**: 1.74 / 1.52 eV
**Multiplicity**: 2
**Frontier orbital gap (spin up / spin down)**: 4.61 / 4.33 eV
**Total charge**: -1


No. 3
C21H30F5NO6P | ωB97M-V with the def2-TZVPD basis set

Structure (XYZ):
```
64
Properties=species:S:1:pos:R:3:nbo_charge:R:1
P -1.070 0.643 -2.413 2.331
F 3.941 -1.096 -0.809 -0.318
F 4.738 -3.605 -1.166 -0.332
F 4.232 -4.099 0.938 -0.301
F 3.385 -1.521 1.274 -0.313
F 0.440 -0.941 2.062 -0.351
O -1.408 -3.898 -3.906 -0.514
O -2.307 0.554 -3.175 -1.062
O 0.203 0.131 -3.251 -0.980
O 0.562 -4.311 -4.831 -0.543
O -0.757 2.123 -1.891 -0.971
O 2.378 -4.695 -0.815 -0.643
N 0.316 -3.811 -1.227 -0.348
C 4.535 -3.122 0.085 0.526
C 1.091 -1.324 -0.408 0.179
C -0.032 -5.086 -1.616 0.091
C -1.184 -0.396 -0.887 -0.836
C 1.602 -3.609 -0.832 0.576
C -2.644 2.479 2.102 -0.609
C -0.222 4.437 2.121 -0.390
C -1.971 -3.139 -1.742 -0.495
C 3.450 -2.040 0.027 0.619
C -0.220 -1.535 -0.854 -0.053
C -0.344 -6.232 -1.603 -0.074
C -0.338 -3.548 -4.642 0.630
C 0.064 5.770 4.278 -0.611
C 1.453 0.049 0.111 -0.517
C -2.070 -2.798 -3.234 -0.060
C 2.025 -2.365 -0.424 -0.127
C -1.680 4.822 1.860 -0.400
C -0.601 -2.806 -1.254 0.335
C 0.186 4.412 3.594 -0.400
C -2.713 3.933 2.553 -0.401
C 0.894 0.242 1.550 0.070
H -3.097 -2.735 -3.564 0.228
H -3.406 1.879 2.601 0.218
H -2.596 3.986 3.637 0.201
H -2.216 -0.706 -0.876 0.282
H 1.031 0.797 -0.545 0.226
H -3.709 4.324 2.334 0.212
H -1.526 -1.905 -3.487 0.198
H -1.845 5.858 2.164 0.211
H 2.771 -4.889 -1.679 0.531
H 1.036 0.439 -2.866 0.505
H -0.408 3.673 4.139 0.193
H 0.422 5.143 1.587 0.205
H -0.019 3.454 1.679 0.173
H -2.140 -4.204 -1.665 0.271
H -0.165 2.558 -2.523 0.516
H 5.462 -2.647 0.403 0.168
H -0.963 6.134 4.274 0.204
H -0.712 -7.221 -1.688 0.265
H -1.673 2.033 2.335 0.181
H 1.225 4.076 3.661 0.198
H -2.731 -2.655 -1.146 0.258
H 2.514 0.205 0.168 0.260
H -1.044 0.277 -0.054 0.275
H -0.312 -2.546 -5.085 0.128
H 1.669 0.661 2.178 0.193
H -1.858 4.796 0.780 0.200
H 0.386 5.708 5.317 0.217
H -2.807 2.404 1.022 0.195
H 0.689 6.512 3.777 0.205
H 0.090 0.971 1.546 0.174
```

**Relative energy (zero: lowest compared OMol25 entry of this formula, charge and spin)**: 0.0 kcal/mol
**E_HOMO**: -13.00 eV
**F_max**: 0.025 hartree/bohr
**E_LUMO**: -4.61 eV
**Multiplicity**: 1
**Frontier orbital gap**: 8.39 eV
**Total charge**: +1


No. 4
C23H26F3O5S2 | ωB97M-V with the def2-TZVPD basis set

Structure (XYZ):
```
59
Properties=species:S:1:pos:R:3:nbo_charge:R:1
S 1.505 1.381 2.809 2.188
S 4.251 1.723 2.001 2.184
F 3.753 1.262 -1.077 -0.311
F 3.097 -0.817 -0.685 -0.345
F 2.748 0.109 -2.655 -0.332
O 4.607 3.034 1.517 -0.949
O 0.651 2.536 2.676 -0.958
O -3.344 -1.616 -1.913 -0.630
O 0.927 0.062 2.994 -0.964
O 5.105 0.578 1.775 -0.959
C -4.451 0.936 -0.720 -0.608
C 2.717 0.388 -1.302 0.942
C -3.497 1.243 -1.884 -0.077
C -2.176 0.447 -1.702 -0.110
C 4.638 2.161 6.057 -0.212
C 0.380 -3.925 -1.951 -0.607
C -3.235 2.748 -1.920 -0.605
C 2.649 1.728 4.159 -0.324
C 4.972 2.085 4.702 -0.221
C -0.990 1.025 -1.331 -0.090
C -1.747 -3.771 -3.206 -0.608
C -2.244 -1.025 -1.804 0.553
C 3.302 2.019 6.457 -0.218
C -4.245 0.871 -3.172 -0.610
C 3.964 1.882 3.767 -0.208
C 2.648 1.237 1.552 -1.225
C -0.980 -1.783 -1.782 -0.085
C 0.187 -1.113 -1.545 -0.156
C 1.443 0.896 -0.796 -0.191
C -1.026 -3.325 -1.928 -0.074
C 0.240 0.287 -1.193 -0.094
C -1.788 -3.934 -0.742 -0.609
C 2.304 1.796 5.507 -0.181
H -2.781 -3.415 -3.195 0.238
H 3.040 2.078 7.517 0.209
H -1.305 -3.647 0.200 0.212
H -4.183 3.288 -2.055 0.206
H 1.457 1.792 -0.194 0.296
H -4.512 -0.189 -3.162 0.241
H 2.656 0.261 1.065 0.269
H -4.690 -0.132 -0.729 0.236
H 1.263 1.667 5.790 0.226
H 6.000 2.169 4.363 0.227
H -2.784 3.089 -0.982 0.211
H -5.380 1.512 -0.829 0.196
H -3.637 1.085 -4.057 0.200
H -5.169 1.462 -3.235 0.197
H -3.978 1.199 0.234 0.211
H 1.133 -1.650 -1.505 0.231
H 0.308 -5.016 -2.055 0.207
H -2.818 -3.565 -0.752 0.235
H -1.750 -4.869 -3.250 0.196
H -1.793 -5.030 -0.823 0.197
H 0.914 -3.711 -1.017 0.215
H 0.955 -3.542 -2.803 0.209
H 5.421 2.329 6.797 0.209
H -2.577 3.001 -2.760 0.208
H -0.914 2.100 -1.126 0.215
H -1.238 -3.389 -4.097 0.201
```

**E_HOMO**: -4.75 eV
**F_max**: 0.075 hartree/bohr
**E_LUMO**: 1.07 eV
**Multiplicity**: 1
**Frontier orbital gap**: 5.82 eV
**Total charge**: -1